(1)
Formula: C27H75BN7O9P
Source: OMol25
Level of theory: the ωB97M-V functional and the def2-TZVPD basis

Energy relative to the best compared isomer or geometry (same formula, charge and spin) ... 109.7 kcal per mole
Kohn-Sham gap ... 0.290 Eh
Lowest unoccupied orbital energy ... -1.1 eV
Energy ... -2500.06745 a.u.
SMILES ... N=P(O)(O)BC[C@H]1CO1.COC[C@@H](C)N.COC[C@@H](C)N.COC[C@@H](C)N.COC[C@@H](C)N.COC[C@@H](C)N.COC[C@@H](C)N
2S+1 ... 1

Last column: Mulliken charge in e.
Geometry (Å):
N1 -1.668 5.762 -4.850  -0.798
P1 -1.445 4.813 -3.536  0.836
O1 0.161 4.141 -3.530  -0.521
O2 -1.655 5.668 -2.024  -0.575
B1 -2.796 3.414 -3.569  0.276
C1 -2.453 2.052 -2.708  -0.172
C2 -1.280 1.119 -3.674  0.074
C3 0.212 0.793 -2.847  -0.357
O3 -0.963 -0.318 -3.146  -0.423
H1 -0.794 5.773 -5.425  0.214
H2 0.415 3.767 -4.445  0.329
H3 -2.102 6.555 -2.160  0.324
H4 -3.797 3.538 -4.176  -0.033
H5 -3.318 1.265 -2.662  0.256
H6 -1.910 2.254 -1.692  -0.119
H7 -1.222 1.358 -4.904  0.245
H8 0.138 1.289 -1.789  0.152
H9 1.167 0.665 -3.510  0.266
C4 -0.291 -1.747 0.219  -0.156
O4 0.570 -1.840 1.343  -0.384
C5 1.105 -3.146 1.569  -0.797
C6 2.322 -3.500 0.682  0.461
C7 1.949 -3.841 -0.759  -1.415
N2 3.316 -2.416 0.675  -0.589
H10 -0.881 -2.656 0.071  0.313
H11 0.288 -1.515 -0.677  -0.039
H12 -0.979 -0.912 0.387  0.076
H13 1.440 -3.151 2.616  0.356
H14 0.319 -3.906 1.493  0.431
H15 2.792 -4.393 1.112  0.459
H16 1.720 -2.956 -1.358  0.147
H17 2.783 -4.350 -1.256  0.379
H18 1.084 -4.512 -0.793  0.361
H19 3.638 -2.263 1.631  0.207
H20 2.820 -1.551 0.445  0.201
C8 1.941 -2.678 -5.517  -0.600
O5 1.419 -1.554 -6.209  -0.343
C9 1.061 -1.812 -7.569  -0.728
C10 -0.318 -2.489 -7.749  0.321
C11 -0.317 -3.977 -7.408  -1.400
N3 -1.356 -1.817 -6.953  -0.706
H21 2.535 -3.326 -6.168  0.343
H22 1.129 -3.241 -5.054  0.175
H23 2.585 -2.311 -4.712  0.231
H24 1.018 -0.827 -8.055  0.341
H25 1.853 -2.373 -8.079  0.405
H26 -0.589 -2.402 -8.808  0.432
H27 -0.322 -4.165 -6.331  0.272
H28 -1.213 -4.460 -7.815  0.351
H29 0.555 -4.480 -7.840  0.345
H30 -1.423 -0.845 -7.258  0.272
H31 -1.004 -1.745 -5.994  0.291
C12 -3.083 4.149 0.459  -0.481
O6 -4.043 3.121 0.277  -0.411
C13 -3.895 2.010 1.165  -0.554
C14 -4.491 2.236 2.575  0.499
C15 -3.635 3.134 3.464  -1.539
N4 -5.850 2.792 2.501  -0.749
H32 -2.104 3.756 0.749  0.292
H33 -3.442 4.868 1.198  0.315
H34 -2.973 4.684 -0.489  0.021
H35 -4.443 1.182 0.696  0.314
H36 -2.846 1.694 1.219  0.322
H37 -4.548 1.256 3.066  0.353
H38 -3.729 4.193 3.212  0.302
H39 -3.941 3.031 4.511  0.385
H40 -2.577 2.859 3.399  0.334
H41 -6.444 2.136 1.991  0.261
H42 -5.812 3.609 1.885  0.352
C16 9.147 -2.261 4.849  -0.643
O7 8.625 -1.137 4.157  -0.394
C17 8.267 -1.395 2.797  -0.849
C18 6.887 -2.072 2.617  0.488
C19 6.889 -3.560 2.958  -1.346
N5 5.850 -1.400 3.413  -0.571
H43 9.741 -2.909 4.198  0.295
H44 8.335 -2.824 5.312  0.220
H45 9.791 -1.894 5.654  0.253
H46 8.224 -0.411 2.311  0.331
H47 9.059 -1.956 2.287  0.481
H48 6.617 -1.985 1.558  0.399
H49 6.884 -3.748 4.035  0.285
H50 5.992 -4.043 2.551  0.249
H51 7.760 -4.063 2.526  0.342
H52 5.783 -0.428 3.108  0.162
H53 6.201 -1.328 4.372  0.324
C20 4.462 5.031 2.203  -0.653
O8 3.540 4.031 2.606  -0.405
C21 3.001 3.257 1.531  -0.604
C22 3.926 2.120 1.037  0.334
C23 5.088 2.609 0.176  -1.560
N6 4.459 1.334 2.159  -0.442
H54 4.200 5.471 1.236  0.298
H55 5.472 4.617 2.176  0.225
H56 4.454 5.823 2.957  0.263
H57 2.085 2.797 1.929  0.304
H58 2.685 3.906 0.706  0.434
H59 3.319 1.455 0.410  0.179
H60 5.891 3.060 0.766  0.315
H61 5.532 1.771 -0.372  0.356
H62 4.750 3.345 -0.561  0.361
H63 3.677 0.924 2.671  0.256
H64 4.865 1.994 2.827  0.315
C24 -8.487 -1.847 1.248  -0.728
O9 -7.742 -0.889 1.983  -0.293
C25 -8.389 -0.420 3.169  -0.682
C26 -8.259 -1.368 4.385  0.336
C27 -9.168 -2.592 4.305  -1.413
N7 -6.871 -1.814 4.573  -0.740
H65 -9.564 -1.658 1.293  0.329
H66 -8.259 -2.852 1.606  0.239
H67 -8.170 -1.793 0.202  0.232
H68 -7.890 0.525 3.424  0.341
H69 -9.437 -0.170 2.965  0.403
H70 -8.561 -0.801 5.274  0.389
H71 -8.790 -3.356 3.620  0.282
H72 -9.251 -3.067 5.290  0.363
H73 -10.177 -2.313 3.985  0.337
H74 -6.283 -0.994 4.729  0.266
H75 -6.544 -2.178 3.674  0.336

(2)
Formula: C7H9N3
Source: OMol25
Level of theory: the ωB97M-V functional and the def2-TZVPD basis

Energy relative to the best compared isomer or geometry (same formula, charge and spin) ... 76.4 kcal per mole
Kohn-Sham gap ... 0.336 Eh
Lowest unoccupied orbital energy ... 0.2 eV
Energy ... -436.29451 a.u.
2S+1 ... 1

Last column: Mulliken charge in e.
Geometry (Å):
C1 -2.041 1.409 -0.037  -0.111
C2 -1.596 -0.692 -0.008  0.289
C3 -0.680 -1.861 -0.064  -0.368
C4 0.786 -1.351 0.039  -0.567
C5 1.658 1.109 0.779  -0.824
C6 1.712 1.125 -0.734  -0.804
C7 0.898 0.137 -0.016  1.008
N1 -3.162 0.752 0.040  -0.566
N2 -2.895 -0.574 0.061  -0.531
N3 -1.028 0.525 -0.078  -0.167
H1 -1.938 2.472 -0.085  0.439
H2 -0.909 -2.552 0.748  0.288
H3 -0.840 -2.393 -1.004  0.252
H4 1.195 -1.682 0.994  0.332
H5 1.382 -1.794 -0.764  0.336
H6 2.500 0.725 1.340  0.245
H7 1.145 1.920 1.272  0.252
H8 1.210 1.938 -1.238  0.242
H9 2.604 0.787 -1.244  0.254